Formula: C7H11INO3S
Source: the Open Molecules 2025 dataset
Level of theory: the ωB97M-V functional and the def2-TZVPD basis

Structure (XYZ):
```
24
C7H11INO3S | the Open Molecules 2025 dataset | the ωB97M-V functional and the def2-TZVPD basis
C -0.66181 -0.61063 -1.35070
C -1.71809 -2.28514 0.79811
C -1.09456 -1.15371 1.02540
C 0.55364 -0.75728 -1.98455
C 0.91823 1.03864 1.71608
C -1.24450 1.79425 0.67195
C 0.02505 0.97281 0.40763
N -0.37723 -0.37738 0.05673
O 2.90829 0.74863 -1.89213
O -1.83977 -0.59887 -1.70617
O 2.32364 -1.09028 -0.28255
S 2.22782 -0.91700 -1.67912
I 0.25892 -1.21956 -4.20433
H -1.74169 -2.83507 -0.12089
H -1.92639 -2.91865 1.62711
H -0.83865 -0.78832 2.03193
H 2.91242 0.81521 -2.90925
H 1.51124 0.10807 1.83471
H 1.34266 2.05176 1.66444
H 0.19868 0.94997 2.66678
H -2.02367 1.75319 -0.20212
H -0.88067 2.75093 0.68777
H -1.56442 1.31139 1.59726
H 0.73086 1.25703 -0.45410
```

HOMO level: -0.1583 hartree
net charge: -1
LUMO energy: 2.85 eV
energy: -1249.62689 a.u.


Formula: C38H31N3O6PS3Tl
Source: the Open Molecules 2025 dataset
Level of theory: the ωB97M-V functional and the def2-TZVPD basis

Structure (XYZ):
```
83
C38H31N3O6PS3Tl | the Open Molecules 2025 dataset | the ωB97M-V functional and the def2-TZVPD basis
Tl 0.87951 -0.95196 -0.88151
O 3.77897 0.66747 -3.68081
C 2.81536 0.35829 -2.96058
N 2.78177 -0.55584 -2.00820
C 4.07489 -1.11794 -1.70543
C 4.04121 -2.46112 -1.03005
C 5.21142 -3.21737 -0.92672
C 5.16820 -4.42503 -0.26216
C 3.96226 -4.85173 0.28329
C 2.85552 -4.03778 0.13220
N 2.89921 -2.87520 -0.51169
C 1.52922 1.13627 -3.16789
C 1.53324 2.25140 -3.99138
C 0.36816 2.98623 -4.10890
C -0.76732 2.57821 -3.42925
C -0.69528 1.44102 -2.64270
N 0.43565 0.74805 -2.52232
H 4.63518 -0.43440 -1.04933
H 4.66355 -1.20397 -2.62523
H 6.12995 -2.84926 -1.36609
H 6.06000 -5.03372 -0.16773
H 3.87627 -5.79182 0.81193
H 1.88193 -4.29922 0.53381
H 2.45378 2.51007 -4.49259
H 0.34995 3.88259 -4.71893
H -1.69349 3.13323 -3.46862
H -1.52999 1.05285 -2.07526
O 4.26111 1.37678 1.13188
S 2.83999 1.15703 0.97369
O 2.23771 1.81110 -0.18594
O 2.44113 -0.26058 1.06113
C 2.01399 1.93823 2.34432
C 2.79413 2.47345 3.35985
C 2.19991 3.17175 4.40032
C 0.82428 3.33914 4.40797
C 0.05695 2.78643 3.39400
C 0.62590 2.06435 2.34808
P -0.50178 1.26726 1.06390
C -1.70680 0.67709 2.30873
C -1.21334 -0.29014 3.18468
C -2.01075 -0.81529 4.18524
C -3.32570 -0.38680 4.32300
C -3.82838 0.56194 3.44811
C -3.02549 1.08895 2.44385
C -1.12247 2.82874 0.31578
C -0.20606 3.87006 0.15245
C -0.56401 5.03510 -0.50713
C -1.84807 5.18261 -1.01551
C -2.75660 4.14580 -0.87375
C -2.40181 2.96875 -0.22608
H 3.86683 2.34969 3.29961
H 2.81017 3.59151 5.19181
H 0.34218 3.89477 5.20383
H -1.01955 2.90942 3.42191
H -0.19127 -0.63675 3.08179
H -1.60590 -1.57211 4.84567
H -3.95775 -0.80660 5.09736
H -4.86036 0.88254 3.52730
H -3.44738 1.79936 1.75220
H 0.80800 3.75590 0.51296
H 0.17156 5.82084 -0.63164
H -2.12922 6.09426 -1.53095
H -3.75444 4.22984 -1.28867
H -3.10610 2.14444 -0.19816
S -0.24754 -2.44272 0.72436
C -1.12390 -3.53906 -0.33699
C -2.09463 -4.32320 0.29427
C -2.84593 -5.26051 -0.38867
C -2.64591 -5.41837 -1.75594
C -1.70960 -4.63285 -2.39935
C -0.92539 -3.68293 -1.72878
S 0.20494 -2.73666 -2.66873
H -2.25750 -4.17420 1.35533
H -3.58680 -5.84807 0.14077
H -3.22612 -6.13800 -2.32316
H -1.56486 -4.73404 -3.46811
C -3.73947 -1.36279 -1.82362
C -3.47723 -0.21812 -0.84480
O -4.46238 0.42213 -0.41031
O -2.27133 -0.01186 -0.53580
H -4.61903 -1.14695 -2.43214
H -3.94772 -2.26737 -1.24527
H -2.86931 -1.57258 -2.44449
```

HOMO level: -0.0731 hartree
net charge: -2
LUMO energy: 4.39 eV
energy: -3790.95424 a.u.


Formula: C4H8
Source: the Open Molecules 2025 dataset
Level of theory: the ωB97M-V functional and the def2-TZVPD basis

Structure (XYZ):
```
12
C4H8 | the Open Molecules 2025 dataset | the ωB97M-V functional and the def2-TZVPD basis
C 1.40880 0.11510 -0.11875
C -0.08281 -0.14509 0.08395
C -0.59381 -1.41632 0.05467
C -0.85073 1.24423 0.10865
H 1.61159 0.75318 -0.94531
H 1.87181 -0.87604 -0.50084
H 1.88952 0.54181 0.74344
H -1.65106 -1.67638 0.01841
H 0.11279 -2.18618 -0.11054
H -1.94469 1.16864 0.39206
H -0.86897 1.55296 -0.98656
H -0.30972 1.93450 0.61829
```

HOMO level: -0.3393 hartree
SMILES: C=C(C)C
LUMO energy: 1.09 eV
energy: -157.15928 a.u.


Formula: C5H13I2P2
Source: the Open Molecules 2025 dataset
Level of theory: the ωB97M-V functional and the def2-TZVPD basis

Structure (XYZ):
```
22
C5H13I2P2 | the Open Molecules 2025 dataset | the ωB97M-V functional and the def2-TZVPD basis
C 3.27470 -0.77658 -0.04908
C 2.21484 0.31258 0.03203
I 2.81429 2.08913 1.04445
C 1.01074 0.21869 -0.49581
I 0.60973 -1.66916 -1.48731
P -0.36330 1.60551 -0.48087
P -1.93973 0.28813 0.42890
C -1.27598 -0.78662 1.80143
C -2.88982 -0.70511 -0.82847
H 2.93028 -1.76050 0.27527
H 3.55178 -0.87417 -1.11013
H 4.19254 -0.47782 0.47110
H -0.78399 1.11627 -1.80772
H -1.34470 2.68007 -0.64396
H -0.02950 2.02246 0.86932
H 0.62711 2.50736 -1.07810
H -1.30997 -1.86724 1.60176
H -1.80474 -0.57958 2.73785
H -0.22121 -0.50925 1.96742
H -2.96987 -1.73781 -0.45058
H -2.38143 -0.74646 -1.80257
H -3.91176 -0.34989 -0.99494
```

HOMO level: -0.1112 hartree
net charge: -1
LUMO energy: 2.60 eV
energy: -1476.28491 a.u.